An isolated molecule of C6H12N2O2S2 in a non-equilibrium geometry. Source: the Open Molecules 2025 dataset; level of theory: ωB97M-V with the def2-TZVPD basis set.

The geometry in XYZ format:
```
24
Properties=species:S:1:pos:R:3:lowdin_charge:R:1
C -2.69 -0.48 0.49 -0.53
C 3.71 -0.12 -0.08 -0.30
C 2.74 -1.31 -0.45 -0.41
C 3.00 1.26 0.02 -0.68
C 0.31 -0.92 0.81 -0.51
C -4.97 0.51 0.80 -0.05
N -0.55 -1.24 -0.16 -0.03
N -3.80 0.09 0.00 0.00
O -2.52 -0.89 1.63 0.10
O -1.73 -0.61 -0.52 0.02
S 1.69 -1.91 1.04 0.88
S 1.91 1.61 1.40 0.50
H 3.92 -0.22 0.92 0.04
H 4.58 -0.22 -0.74 0.10
H 2.03 -1.08 -1.33 0.08
H 3.43 -2.22 -0.83 0.11
H 3.74 2.06 0.11 0.04
H 2.44 1.53 -0.83 0.02
H -0.26 -1.95 -0.91 0.19
H 0.36 0.04 1.34 -0.05
H -5.17 1.68 0.54 0.14
H -5.81 -0.16 0.54 0.08
H -4.61 0.16 1.76 0.07
H -3.89 0.47 -0.97 0.16
```

As for the calculated total energy: -35157.0823 eV. As for the total charge: 0. As for the molecular weight: 208.31 g/mol. As for the multiplicity: 1. The HOMO energy (alpha / beta) comes out at -7.46 / -6.59 eV. Its energy above the lowest of the compared OMol25 structures with the same formula, charge and spin is 62.8 kcal/mol.